Record 1
# C34H34AsClF6NRhSi

A molecular structure, C34H34AsClF6NRhSi (wB97M-V/def2-TZVPD, the Open Molecules 2025 dataset).

The geometry in ORCA input format:
```
! wB97M-V def2-TZVPD RIJCOSX def2/J DEFGRID3
* xyz -1 2
Rh -1.340 -0.007 -0.609
C -1.715 -0.832 -2.538
Si -0.226 -1.875 -2.679
C 1.062 -1.185 -1.459
N 0.479 -0.793 -0.129
C 0.321 -1.981 0.788
C 1.499 -2.172 1.747
C 2.839 -1.825 1.112
C 2.821 -0.357 0.648
C 1.399 0.192 0.527
C -0.523 -3.672 -2.183
C 0.560 -4.556 -2.112
C 0.396 -5.873 -1.709
C -0.868 -6.336 -1.364
C -1.954 -5.478 -1.428
C -1.782 -4.159 -1.834
C 0.675 -1.891 -4.336
C 0.729 -3.029 -5.146
C 1.346 -3.000 -6.390
C 1.923 -1.825 -6.851
C 1.874 -0.681 -6.066
C 1.255 -0.715 -4.824
H -2.660 -1.362 -2.640
H -1.689 0.039 -3.199
H 1.498 -0.287 -1.898
H 1.874 -1.899 -1.307
H 0.184 -2.853 0.152
H -0.592 -1.838 1.354
H 1.478 -3.208 2.091
H 1.351 -1.547 2.632
H 3.025 -2.495 0.269
H 3.651 -1.995 1.821
H 3.359 -0.238 -0.293
H 3.329 0.277 1.377
H 1.382 1.112 -0.047
H 0.977 0.415 1.502
H 1.553 -4.210 -2.382
H 1.251 -6.537 -1.663
H -1.002 -7.362 -1.044
H -2.941 -5.829 -1.151
H -2.635 -3.494 -1.847
H 0.281 -3.954 -4.801
H 1.374 -3.895 -7.000
H 2.404 -1.799 -7.821
H 2.313 0.244 -6.419
H 1.218 0.197 -4.240
C -1.279 1.130 1.085
C -1.307 1.889 2.047
C -1.328 2.753 3.144
C -0.314 3.808 3.209
C 0.196 4.291 4.423
C 1.194 5.251 4.443
C 1.714 5.751 3.256
C 1.232 5.269 2.045
C 0.236 4.309 2.021
C -2.350 2.561 4.167
C -2.767 3.594 5.021
C -3.762 3.387 5.961
C -4.376 2.147 6.078
C -3.992 1.119 5.224
C -3.003 1.322 4.281
H -0.171 3.884 5.357
H 1.580 5.600 5.394
H 2.496 6.500 3.275
H 1.637 5.631 1.109
H -0.124 3.928 1.075
H -2.328 4.577 4.921
H -4.071 4.207 6.599
H -5.154 1.988 6.815
H -4.474 0.151 5.291
H -2.720 0.525 3.603
F -0.192 1.509 -1.738
As 0.629 2.979 -2.405
F 0.144 2.438 -3.970
F -0.847 3.837 -2.208
F 1.096 3.395 -0.792
F 1.438 4.348 -3.055
F 2.064 2.001 -2.526
Cl -2.849 -1.510 0.238
*
```

The calculation puts the frontier orbital gap (spin up / spin down) at 5.61 / 7.24 eV. The value obtained for the relative energy (zero: lowest compared OMol25 entry of this formula, charge and spin) is 5.94 kJ/mol. As for the total energy: -137856.663 eV. Its highest occupied orbital energy (spin up / spin down) is -0.147 / -0.208 hartree. Its maximum force is 0.30 eV/Å.

Atomic partial charges in e from the Löwdin method, atoms 1 to 4: 0.791, -0.358, 0.590, -0.198

Record 2
# C34H34B2Cl2F2MnN8

A molecular structure, C34H34B2Cl2F2MnN8 (wB97M-V/def2-TZVPD, the Open Molecules 2025 dataset).

The geometry in ORCA input format:
```
! wB97M-V def2-TZVPD RIJCOSX def2/J DEFGRID3
* xyz 0 6
Mn -0.168 -0.466 0.417
C 0.700 4.669 -1.180
C 0.276 3.261 -1.437
C -0.149 2.696 -2.616
C -0.409 1.349 -2.325
N -0.157 1.121 -1.027
N 0.263 2.307 -0.492
B 0.639 2.442 1.006
N -0.594 2.094 1.870
N -1.265 0.919 1.693
C -2.356 0.975 2.458
C -2.375 2.187 3.160
C -1.249 2.870 2.752
C -0.770 4.223 3.164
C -3.367 -0.100 2.483
C -3.593 -0.898 1.366
C -4.542 -1.908 1.400
C -5.291 -2.116 2.550
C -5.086 -1.311 3.664
C -4.127 -0.309 3.631
N 1.821 1.490 1.309
N 1.703 0.161 1.071
C 2.898 -0.394 1.251
C 3.807 0.597 1.639
C 3.088 1.777 1.654
C 3.558 3.158 1.974
C 3.146 -1.837 1.048
C 4.200 -2.449 1.718
C 4.464 -3.800 1.540
C 3.676 -4.560 0.687
C 2.622 -3.960 0.012
C 2.366 -2.610 0.188
C -0.885 0.348 -3.281
C -0.747 -1.108 -3.016
C -0.958 -1.940 -4.229
C -1.566 -1.469 -5.340
C -1.924 -0.093 -5.429
C -1.535 0.784 -4.416
H 0.616 5.241 -2.102
H 0.077 5.144 -0.422
H 1.734 4.719 -0.837
H -0.210 3.182 -3.575
H 0.977 3.566 1.233
H -3.136 2.539 3.837
H -1.425 4.614 3.940
H 0.245 4.186 3.558
H -0.775 4.923 2.327
H -3.021 -0.743 0.465
H -4.685 -2.529 0.525
H -6.034 -2.904 2.580
H -5.666 -1.469 4.564
H -3.953 0.300 4.510
H 4.859 0.481 1.843
H 4.594 3.116 2.306
H 3.504 3.810 1.102
H 2.961 3.612 2.766
H 4.805 -1.871 2.406
H 5.283 -4.261 2.078
H 3.884 -5.613 0.546
H 2.000 -4.538 -0.660
H 1.551 -2.163 -0.368
H 0.223 -1.343 -2.574
H -0.655 -2.980 -4.169
H -1.757 -2.127 -6.179
H -2.438 0.282 -6.303
H -1.739 1.841 -4.535
N -2.543 -2.740 -2.048
C -1.873 -3.794 -1.372
C -1.038 -3.250 -0.491
N -1.042 -1.845 -0.599
C -1.784 -1.534 -1.801
H -2.883 -2.887 -2.986
H -2.126 -4.828 -1.534
H -0.457 -3.763 0.258
H -2.451 -0.673 -1.685
F -1.271 -2.457 2.431
B -0.194 -1.764 2.105
F 0.812 -1.829 2.969
Cl 2.839 -0.312 -2.230
C 3.890 0.805 -3.103
Cl 3.536 2.499 -2.721
H 3.738 0.657 -4.164
H 4.912 0.602 -2.813
*
```

The calculation puts the frontier orbital gap (spin up / spin down) at 6.36 / 5.76 eV. As for the total energy: -110888.677 eV. Its highest occupied orbital energy (spin up / spin down) is -0.217 / -0.232 hartree. Its maximum force is 0.47 eV/Å.

Atomic partial charges in e from the Löwdin method, atoms 1 to 4: 0.829, -0.019, -0.289, 0.014